Version i
The following is a DFT calculation (wB97M-V/def2-TZVPD) of one molecule with the formula C4H6O.

Properties
Frontier orbital gap (spin up / spin down) (eV): 7.24 / 7.24
HOMO level (spin up / spin down) (eV): -7.48 / -7.48
E_LUMO (spin up / spin down) (eV): -0.2371 / -0.2373

```
11
C4H6O (wB97M-V/def2-TZVPD)
C -1.0533 -1.1296 0.1712
C -0.1829 0.0891 0.2868
O -0.6279 0.9663 1.1739
C 0.8273 0.3741 -0.6310
C 1.9403 1.0848 -0.9921
H -2.1118 -0.8786 0.0519
H -0.9519 -1.6958 1.1040
H -0.7298 -1.7663 -0.6565
H 0.1264 0.1404 -1.4638
H 0.0152 1.6930 1.1943
H 2.7484 1.1226 -0.2387
```

---

Version ii
The following is a DFT calculation (wB97M-V/def2-TZVPD) of C4H6O as an isolated structure.

Properties
Frontier orbital gap (eV): 9.91
HOMO level (eV): -9.67
E_LUMO (eV): 0.2449

```
11
C4H6O (wB97M-V/def2-TZVPD)
C -0.9439 0.9724 1.1090
C -0.4673 -0.0922 0.2070
C 0.8420 -0.0784 -0.4827
C 1.2588 -1.0686 -1.2358
H -0.5163 0.5871 2.2213
H -2.2826 0.7660 1.2128
H -0.7563 2.1621 0.7502
H 1.1472 0.9964 -0.6131
H 0.7972 -2.1180 -1.1968
H 2.1406 -1.0833 -2.0624
O -1.2195 -1.0435 0.0904
```

---

What should be chosen as the most stable of them? Choose version ii.

---

Version i
The following is a DFT calculation (wB97M-V/def2-TZVPD) of a 2-piece molecular cluster, C4H6O overall.

Properties
Frontier orbital gap (eV): 9.48
HOMO level (eV): -8.99
E_LUMO (eV): 0.4949

```
11
C4H6O (wB97M-V/def2-TZVPD)
C -0.8873 -0.8535 0.3676
C -0.5910 0.4230 -0.6781
O -1.2940 1.4080 -0.5239
H -1.7344 -1.2987 -0.1534
H -1.2242 -0.5421 1.3537
H -0.0871 -1.5939 0.3976
H -0.5160 -0.0745 -1.6588
C 1.5820 0.5607 -0.4513
C 1.3354 0.5573 0.7526
H 2.3731 0.6598 -1.1592
H 1.0435 0.7538 1.7532
```

---

Version ii
The following is a DFT calculation (wB97M-V/def2-TZVPD) of C4H6O as an isolated structure.

Properties
Frontier orbital gap (eV): 9.53
HOMO level (eV): -8.37
E_LUMO (eV): 1.1661

```
11
C4H6O (wB97M-V/def2-TZVPD)
C -1.0966 -0.4439 -0.0553
C 0.0190 0.0074 0.7815
C 1.3034 -0.1788 -0.0203
O 0.8419 0.7200 -1.0584
C -0.3429 0.9485 -0.3159
H -2.0932 -0.3274 0.3828
H -1.0000 -1.1436 -0.8727
H -0.0523 0.1246 1.8532
H 1.4693 -1.1870 -0.4202
H 2.2078 0.1846 0.4727
H -1.2563 1.2958 -0.7472
```

---

Version iii
The following is a DFT calculation (wB97M-V/def2-TZVPD) of C4H6O as an isolated structure.

Properties
Frontier orbital gap (spin up / spin down) (eV): 5.53 / 10.46
HOMO level (spin up / spin down) (eV): -6.58 / -9.66
E_LUMO (spin up / spin down) (eV): -1.0471 / 0.7970

```
11
C4H6O (wB97M-V/def2-TZVPD)
C 1.3315 0.5316 0.2488
C 0.2188 1.3447 0.0633
C 0.5538 -0.7120 0.3448
C -0.6327 0.2708 0.0602
O -1.9363 0.2866 0.0652
H 2.4472 0.8775 0.2639
H -0.1186 2.3338 0.0079
H 0.8090 -1.4080 -0.4795
H 0.6476 -1.2498 1.3034
H -0.8417 -1.8694 -1.4879
H -2.4787 -0.4059 -0.3900
```

---

What should be chosen as the most stable of them? Choose version ii.

---

Version i
The following is a DFT calculation (wB97M-V/def2-TZVPD) of a 5-piece molecular cluster, CH14NO4 overall.

Properties
Frontier orbital gap (eV): 11.55
Net charge: +1
HOMO level (eV): -14.58
E_LUMO (eV): -3.0309

```
20
CH14NO4 (wB97M-V/def2-TZVPD)
C -0.3614 1.6316 -0.0983
N 0.1936 0.2703 -0.2244
H -0.9332 1.9170 0.7835
H 0.4861 2.3039 0.0704
H -0.9541 1.8819 -0.9725
H -0.5396 -0.4470 -0.2134
H 0.8985 0.0501 0.4853
H 0.6760 0.2390 -1.1580
H 0.8714 -0.5572 -3.0595
H 2.4412 -0.4500 -2.8453
O 1.5785 -0.1021 -2.5602
H -1.5132 -0.7297 3.1884
H -2.9874 -0.5938 2.3794
O -2.2191 -0.2003 2.7777
H -1.8115 -0.9718 -2.2313
H -1.6998 -2.4769 -1.7218
O -1.3639 -1.5820 -1.6045
H 2.0156 0.0475 3.0074
H 3.0513 -0.3055 1.9430
O 2.1711 0.0751 2.0542
```

---

Version ii
The following is a DFT calculation (wB97M-V/def2-TZVPD) of a 5-piece molecular cluster, CH14NO4 overall.

Properties
Frontier orbital gap (eV): 11.35
Net charge: +1
HOMO level (eV): -14.21
E_LUMO (eV): -2.8570

```
20
CH14NO4 (wB97M-V/def2-TZVPD)
C -1.7837 -1.2707 -0.2371
N -0.2340 -1.2038 -0.4978
H -1.9935 -1.8958 0.6506
H -2.1995 -1.8672 -1.1436
H -2.1975 -0.2495 -0.1837
H 0.2274 -0.8252 0.2903
H 0.1470 -2.1023 -0.7062
H -0.0937 -0.6566 -1.3845
H 3.3011 1.3006 5.3503
H 3.4994 0.2430 4.2544
O 2.8987 0.9975 4.4888
H -2.2689 2.3948 -2.3914
H -2.5429 2.0975 -3.8078
O -2.1697 1.5944 -2.9734
H 0.3681 -0.4830 -3.5865
H -0.7513 0.4825 -3.1966
O 0.1682 0.1331 -2.9497
H 0.4431 0.2096 2.5989
H 1.8369 -0.1989 2.3460
O 0.9234 -0.5249 2.1614
```

---

What should be chosen as the most stable of them? Choose version i.

---

Version i
The following is a DFT calculation (wB97M-V/def2-TZVPD) of C6H7NO as an isolated structure.

Properties
Frontier orbital gap (eV): 8.95
HOMO level (eV): -7.99
E_LUMO (eV): 0.9605

```
15
C6H7NO (wB97M-V/def2-TZVPD)
C -0.8146 2.1297 -0.7463
C -1.6630 0.0011 0.6718
C -0.2896 -0.8145 0.7242
C 0.8928 -1.2629 1.1523
C 1.2895 -0.3424 -0.8361
C 0.0182 -0.1103 -0.4645
H -0.1830 2.2617 -1.6026
H -1.7975 2.7118 -1.1033
H -0.3890 2.4574 0.1631
H -2.4338 -0.7208 0.6014
H -2.0505 0.9286 1.4044
H 1.2021 -1.7174 2.2022
H 1.8190 -0.0300 -1.6252
N -1.1245 0.6441 -0.6856
O 1.8879 -1.0005 0.2188
```

---

Version ii
The following is a DFT calculation (wB97M-V/def2-TZVPD) of C6H7NO as an isolated structure.

Properties
Frontier orbital gap (eV): 8.54
HOMO level (eV): -8.58
E_LUMO (eV): -0.0383

```
15
C6H7NO (wB97M-V/def2-TZVPD)
C 0.2451 -0.7815 2.7239
C -0.9026 -0.0489 3.4158
C -1.4548 0.4498 0.3862
C 1.2567 0.8501 -1.1994
C -0.9301 -0.5428 -0.5019
C 0.6441 -0.4496 -0.6249
N -0.6974 -0.1493 2.0977
O -1.9604 1.4735 0.4843
H 1.1888 1.6462 -0.5089
H 0.8495 1.2000 -2.1000
H 2.3338 0.5212 -1.3464
H -1.3833 -0.6441 -1.4640
H -1.2206 -1.5511 -0.1918
H 0.8726 -1.1838 -1.4234
H 1.1585 -0.7897 0.2526
```

---

Version iii
The following is a DFT calculation (wB97M-V/def2-TZVPD) of one molecule with the formula C6H7NO.

Properties
Frontier orbital gap (eV): 8.63
HOMO level (eV): -7.81
E_LUMO (eV): 0.8165

```
15
C6H7NO (wB97M-V/def2-TZVPD)
O 2.5706 -1.0479 0.0575
C 1.4750 -0.2254 0.0072
C 1.6208 1.2363 0.0469
C 0.3509 1.7455 -0.0103
N -0.5635 0.6994 -0.0611
C 0.1652 -0.4959 -0.0891
C -1.1314 -1.2882 -0.0219
C -1.8325 0.0673 0.0932
H 2.1918 -1.9209 -0.1047
H 2.5688 1.7601 -0.0245
H -0.0341 2.7337 -0.1386
H -1.2388 -1.8713 -0.9842
H -1.3024 -1.9454 0.8293
H -2.2934 0.2568 1.0392
H -2.5469 0.2960 -0.6389
```

---

Version iv
The following is a DFT calculation (wB97M-V/def2-TZVPD) of C6H7NO as an isolated structure.

Properties
Frontier orbital gap (eV): 8.66
HOMO level (eV): -9.09
E_LUMO (eV): -0.4262

```
15
C6H7NO (wB97M-V/def2-TZVPD)
C -0.0920 1.5447 -0.2936
C -0.9153 2.1764 0.7944
C 1.2091 -1.0495 -1.5981
C 0.7222 -0.8384 -0.4334
C -1.0213 -0.3372 1.0112
C -0.1624 0.2368 0.0078
N -0.4995 -1.0657 1.9319
O -1.4791 1.4018 1.5629
H 0.7195 1.9846 -0.8734
H -1.3002 3.2488 0.7172
H 1.7037 -1.9545 -1.7813
H 0.8949 -0.5257 -2.5247
H 0.8254 -1.5591 0.4766
H -2.0553 -0.4352 0.8287
H -1.2005 -1.5783 2.5215
```

---

What should be chosen as the most stable of them? Choose version iii.

---

Version i
The following is a DFT calculation (wB97M-V/def2-TZVPD) of C2H2Cl2N2 as an isolated structure.

Properties
Frontier orbital gap (spin up / spin down) (eV): 6.26 / 7.00
HOMO level (spin up / spin down) (eV): -8.68 / -9.20
E_LUMO (spin up / spin down) (eV): -2.4188 / -2.2017

```
8
C2H2Cl2N2 (wB97M-V/def2-TZVPD)
C 0.1451 0.1510 1.0111
C -0.6931 0.7864 -0.5147
N 1.3146 0.1586 1.2582
N -1.6174 0.0677 -0.9318
Cl 2.8848 0.6732 -0.1502
Cl -2.1433 -1.7341 -0.5028
H 2.1390 -0.3393 1.6842
H -2.0298 0.2364 -1.8540
```

---

Version ii
The following is a DFT calculation (wB97M-V/def2-TZVPD) of a 2-piece molecular cluster, C2H2Cl2N2 overall.

Properties
Frontier orbital gap (spin up / spin down) (eV): 7.79 / 8.20
HOMO level (spin up / spin down) (eV): -9.27 / -9.60
E_LUMO (spin up / spin down) (eV): -1.4866 / -1.3981

```
8
C2H2Cl2N2 (wB97M-V/def2-TZVPD)
C 1.0690 1.0624 -0.1696
C 0.7726 -0.2571 0.1767
N 1.2103 2.1503 -0.4230
N -1.2500 -0.3921 -0.5580
Cl -1.5617 -1.9340 -0.1416
Cl -1.9471 0.8292 0.3001
H 0.8972 -1.0275 -0.5208
H 0.8098 -0.4311 1.3362
```

---

What should be chosen as the most stable of them? Choose version ii.

---

Version i
The following is a DFT calculation (wB97M-V/def2-TZVPD) of an isolated ion of composition C4H10N and charge +1.

Properties
Frontier orbital gap (eV): 8.02
Net charge: +1
HOMO level (eV): -13.85
E_LUMO (eV): -5.8236

```
15
C4H10N (wB97M-V/def2-TZVPD)
C -0.9976 0.5577 0.1609
C 0.4964 0.0230 0.0882
C 1.6016 0.9076 -0.1039
C 0.6653 -1.4205 0.0011
N -2.2056 -0.1433 0.0094
H -0.7725 0.9478 1.1978
H -1.2009 1.3834 -0.5155
H 2.4336 0.4826 0.4421
H 1.3790 2.0105 0.0681
H 1.8715 0.8922 -1.1042
H 0.0197 -1.9875 0.6143
H 1.7068 -1.5457 -0.0647
H 0.3310 -1.4842 -0.9547
H -2.9495 0.5487 -0.1600
H -2.3786 -1.1725 0.3209
```

---

Version ii
The following is a DFT calculation (wB97M-V/def2-TZVPD) of a 2-piece molecular cluster, C4H10N overall.

Properties
Frontier orbital gap (eV): 9.17
Net charge: +1
HOMO level (eV): -13.35
E_LUMO (eV): -4.1752

```
15
C4H10N (wB97M-V/def2-TZVPD)
C -0.6676 0.3335 1.3214
C -0.1478 -1.1060 1.1726
C 0.1615 0.0284 0.1424
C -0.9027 0.1586 -1.9465
N 1.4550 0.5536 -0.0794
H -1.7355 0.1848 1.2220
H -0.3219 1.0724 1.9888
H 0.5482 -1.7005 1.7513
H -0.9301 -1.7697 0.8762
H -1.0091 1.1821 -1.9311
H -1.6266 -0.4014 -1.3286
H -0.1647 -0.4626 -2.3787
H 1.3469 1.2957 -0.8460
H 2.0387 -0.1302 -0.7252
H 1.9558 0.7613 0.7605
```

---

Version iii
The following is a DFT calculation (wB97M-V/def2-TZVPD) of an isolated ion of composition C4H10N and charge +1.

Properties
Frontier orbital gap (eV): 9.96
Net charge: +1
HOMO level (eV): -13.74
E_LUMO (eV): -3.7809

```
15
C4H10N (wB97M-V/def2-TZVPD)
C -0.0155 -1.4645 -1.8905
C 0.1862 -0.2214 -1.4604
C 0.8301 -0.0723 -0.0316
C -0.2061 -0.0791 0.9962
N -0.5506 1.3718 1.3665
H -0.4232 -1.7405 -2.8496
H 0.1159 -2.1288 -1.0968
H -0.2009 0.4844 -2.3413
H 1.4575 0.8174 0.1232
H 1.4516 -0.9667 0.1982
H -1.2069 -0.5285 0.7562
H 0.3398 -0.6425 1.9523
H 0.1919 1.9725 1.5998
H -0.7915 1.8223 0.5284
H -1.1784 1.3759 2.1491
```

---

Version iv
The following is a DFT calculation (wB97M-V/def2-TZVPD) of an isolated ion of composition C4H10N and charge +1.

Properties
Frontier orbital gap (eV): 10.23
Net charge: +1
HOMO level (eV): -15.80
E_LUMO (eV): -5.5674

```
15
C4H10N (wB97M-V/def2-TZVPD)
C -2.2237 0.6295 -0.2331
N -1.6140 -0.2185 0.5181
C -0.4218 -0.8645 0.0524
C 0.7433 0.0758 -0.6587
C 1.8369 0.2661 0.3620
H -1.7890 0.8930 -1.1474
H -3.1728 0.9532 -0.1501
H -2.0636 -0.3481 1.4072
H 0.1604 -1.4088 0.9544
H -0.8253 -1.6261 -0.6938
H 0.2200 0.9374 -1.0418
H 1.1525 -0.3747 -1.4922
H 2.1059 -0.6544 0.6849
H 2.6612 0.8918 -0.0004
H 1.4720 0.9872 1.2118
```

---

What should be chosen as the most stable of them? Choose version iv.